The following is a DFT calculation (ωB97M-V with the def2-TZVPD basis set) of a cluster of 17 separate species, C67H160F21N10O41S7 in total at a distorted geometry.

Its energy is -303797.94456 eV. For the HOMO energy, the calculation gives -12.341 eV. The frontier orbital gap is 5.5 eV.

```
! wB97M-V def2-TZVPD RIJCOSX def2/J DEFGRID3
* xyz 3 1
S -28.72452 -18.52722 -12.66853
S -27.93286 -14.29143 -19.48217
S -24.73502 -12.34851 -12.37633
S -24.07132 -20.65268 -17.89532
S -31.95057 -24.97815 -14.77955
S -23.18869 -18.84409 -9.38265
S -20.55639 -16.33849 -14.07034
F -24.18540 -10.74557 -14.43153
F -22.41323 -11.43926 -13.31014
F -19.94732 -14.46652 -12.30526
F -20.90464 -13.67781 -14.13984
F -22.13180 -14.66005 -12.61752
F -25.99187 -15.82802 -20.45725
F -29.92093 -20.67817 -11.79593
F -25.79456 -13.66768 -20.90239
F -22.67705 -16.47861 -10.49975
F -31.24195 -19.34283 -12.87514
F -23.13473 -16.39145 -8.34995
F -29.37568 -23.98540 -14.43050
F -25.32847 -14.34072 -18.97101
F -21.10339 -16.98946 -9.04545
F -29.87528 -20.57681 -13.97956
F -22.13359 -18.96880 -18.75779
F -23.68576 -9.98867 -12.39078
F -23.07307 -20.12685 -20.37294
F -29.87199 -25.58502 -13.06729
F -24.05509 -18.40246 -19.43220
F -30.67484 -23.49999 -12.78524
O -24.61750 -13.47263 -13.26400
O -28.03147 -12.90831 -18.94263
O -22.34741 -19.65678 -10.25925
O -23.62294 -25.95490 -16.61602
O -29.90585 -20.52024 -17.04616
O -25.36227 -21.75040 -13.76370
O -25.41904 -20.91263 -18.30387
O -24.00175 -19.87904 -16.69090
O -26.29815 -22.37274 -9.89476
O -23.16728 -19.30484 -7.98303
O -24.35137 -12.60276 -10.98757
O -21.29981 -13.42179 -18.63049
O -31.70668 -26.28311 -15.39850
O -26.08018 -11.74740 -12.43038
O -25.74762 -17.08711 -15.83924
O -29.74639 -18.27411 -20.09335
O -26.73775 -14.59116 -10.54518
O -24.55859 -18.60772 -9.88190
O -31.37552 -29.27519 -18.24892
O -21.39533 -16.34945 -15.25865
O -23.19534 -21.82861 -17.88542
O -32.17202 -23.91015 -15.75775
O -28.20109 -15.35327 -18.39435
O -21.06449 -21.12421 -13.54138
O -23.22804 -24.76682 -21.03893
O -23.46220 -30.80776 -14.06244
O -27.51435 -19.11341 -13.24996
O -33.08709 -25.05464 -13.87510
O -28.30644 -13.12446 -14.80730
O -24.22522 -25.21796 -6.06240
O -19.11275 -16.29047 -14.36001
O -28.64098 -14.48286 -20.78187
O -27.43912 -27.18758 -15.32284
O -28.80807 -18.27008 -11.22535
O -16.79194 -18.78791 -11.99450
O -27.04329 -23.66739 -17.98488
O -25.70160 -10.61200 -18.98245
O -21.84808 -17.45943 -22.11863
O -29.21984 -17.41974 -13.43684
O -20.89851 -17.47810 -13.16037
O -30.28270 -11.04881 -9.61550
N -25.61647 -23.46705 -20.26399
N -27.83919 -11.06855 -16.99631
N -20.54114 -16.07269 -20.02157
N -28.09848 -18.38563 -17.87920
N -23.44610 -29.08170 -16.33963
N -28.44828 -12.29936 -11.09555
N -19.89386 -19.48135 -11.52227
N -24.15341 -23.69312 -8.39680
N -24.82011 -18.94826 -13.92040
N -28.29703 -28.98735 -17.39826
C -27.73879 -9.72430 -17.71798
C -23.26684 -23.34856 -21.14639
C -24.28496 -10.40302 -19.25534
C -24.01457 -22.38784 -9.17818
C -23.24056 -24.71391 -17.15405
C -26.71832 -26.78815 -14.12247
C -27.10943 -23.25294 -20.43893
C -28.48025 -20.68379 -16.82481
C -24.71351 -16.49682 -16.63022
C -28.85181 -30.01444 -18.45400
C -30.05042 -19.93562 -12.85996
C -25.36584 -23.57104 -7.36528
C -27.77215 -19.30026 -16.70584
C -23.76731 -26.97643 -17.70187
C -30.21447 -29.69509 -19.07741
C -22.69821 -29.58206 -14.01737
C -28.90850 -13.75714 -11.13916
C -30.35986 -24.47201 -13.70661
C -28.37453 -18.03334 -20.28070
C -23.40002 -28.58411 -14.87425
C -29.01103 -14.29968 -14.98832
C -28.89140 -10.61272 -9.38498
C -26.78754 -11.53283 -15.94401
C -23.69186 -11.01952 -13.19550
C -30.82330 -21.67595 -17.15375
C -18.94150 -18.41308 -10.84557
C -32.04135 -30.29932 -17.55361
C -24.99866 -22.25743 -10.38173
C -23.27168 -19.46432 -19.21898
C -22.04325 -15.85576 -20.43939
C -22.13088 -16.06751 -21.95901
C -26.14485 -14.52843 -19.99379
C -19.12575 -20.78221 -11.95835
C -17.84468 -17.94105 -11.87525
C -25.68502 -16.68365 -14.45015
C -15.92749 -18.81546 -10.83082
C -27.19564 -22.55955 -10.97191
C -22.35931 -13.57530 -17.69629
C -27.75930 -23.88287 -19.20591
C -20.27207 -15.72222 -18.53157
C -24.72475 -22.89729 -21.44668
C -20.72736 -20.99997 -14.92477
C -24.76591 -30.84994 -13.47450
C -27.95163 -11.72981 -9.75724
C -20.94975 -14.64493 -13.23718
C -23.12098 -25.42389 -22.29418
C -27.06262 -13.01179 -15.54694
C -23.77099 -19.89557 -13.32968
C -24.54898 -17.46083 -13.68034
C -20.13293 -21.73455 -12.63315
C -26.31501 -9.49658 -18.32174
C -24.39783 -28.30807 -17.19435
C -30.17207 -19.51238 -20.50607
C -28.57978 -27.98835 -15.05765
C -25.79120 -15.59675 -10.83941
C -31.23174 -10.23161 -9.13139
C -22.51757 -18.05387 -23.24745
C -22.41449 -17.04645 -9.27668
C -24.24939 -26.48621 -5.36827
C -25.60566 -22.92747 -14.50043
C -29.30526 -28.42659 -16.35411
C -25.51936 -24.88546 -6.56249
C -20.13075 -14.12747 -18.35078
C -23.98567 -21.33971 -13.81277
C -27.46484 -18.67551 -19.24194
C -27.37825 -24.81074 -17.17706
C -27.77298 -14.65594 -11.49468
H -24.26891 -9.54264 -19.92436
H -28.14813 -18.43390 -21.26883
H -22.37199 -14.84426 -20.20087
H -23.73087 -11.16939 -19.79733
H -30.05538 -29.15624 -16.04908
H -24.89557 -21.82081 -21.45846
H -22.81343 -27.23729 -18.16031
H -21.67463 -29.68267 -14.37829
H -27.13754 -13.49187 -16.52265
H -29.32384 -11.84615 -11.31486
H -22.80521 -27.67210 -14.92455
H -25.51093 -22.59375 -15.53376
H -26.86272 -10.87807 -15.07583
H -19.58800 -17.54547 -10.71371
H -25.46979 -15.62719 -14.28991
H -30.93162 -9.81611 -8.16943
H -32.18677 -10.74861 -9.03789
H -24.70261 -26.35724 -4.38538
H -22.35583 -17.51011 -24.17819
H -25.47923 -30.28256 -14.07229
H -14.88339 -18.78546 -11.14238
H -23.77328 -16.93380 -16.29390
H -22.54601 -22.93330 -21.85072
H -22.99108 -22.28135 -9.53768
H -19.77516 -13.90220 -17.34535
H -23.68956 -10.14235 -18.38032
H -23.71705 -30.05399 -16.30299
H -24.62268 -22.96834 -11.11749
H -31.36596 -30.70181 -16.79867
H -24.06213 -24.16863 -17.61860
H -28.25932 -16.95057 -20.32989
H -26.23211 -24.79864 -5.74239
H -29.77430 -20.44520 -20.10639
H -30.03012 -28.93952 -19.84111
H -17.58810 -16.90185 -11.66952
H -26.30293 -13.55528 -14.98517
H -18.62445 -18.73120 -9.85241
H -25.79584 -11.49451 -16.39475
H -22.55342 -29.14455 -13.02959
H -27.19219 -23.60946 -11.26479
H -23.16742 -12.93112 -18.04281
H -26.44430 -18.30201 -19.32616
H -24.30885 -26.45221 -18.48929
H -19.93327 -15.55339 -20.63877
H -24.75532 -30.44035 -12.46443
H -24.88649 -19.00880 -14.92639
H -18.53791 -21.16706 -11.12502
H -24.62048 -28.95526 -18.04268
H -28.75431 -11.07609 -16.56898
H -27.70622 -12.06211 -11.73833
H -22.51114 -29.06550 -16.72132
H -28.07469 -9.14355 -16.85890
H -25.00503 -15.59584 -10.08439
H -31.37294 -9.43050 -9.85691
H -29.33601 -27.48411 -14.45601
H -24.66455 -15.42011 -16.46768
H -23.10841 -26.49472 -22.09109
H -31.68077 -21.62330 -16.48288
H -28.30211 -21.14756 -15.85460
H -29.27574 -14.03153 -10.15025
H -26.89277 -11.51805 -9.90581
H -28.56495 -9.63791 -18.42375
H -27.47450 -19.76252 -19.32202
H -24.33632 -24.48029 -9.00261
H -31.07889 -21.88524 -18.19248
H -26.68470 -19.34428 -16.64553
H -19.71285 -20.70021 -15.18745
H -27.98989 -21.27538 -17.59789
H -27.80337 -28.20709 -17.80767
H -19.36569 -13.73376 -19.01993
H -16.04404 -19.74521 -10.27398
H -24.40356 -28.41607 -14.48337
H -15.85358 -17.86226 -10.30731
H -27.36548 -14.32928 -12.45141
H -23.59163 -18.22299 -23.17062
H -28.40711 -24.79096 -16.81767
H -22.05823 -13.05290 -16.78824
H -22.95532 -22.98726 -20.16633
H -26.64122 -27.67244 -13.48985
H -20.09643 -18.92306 -12.33921
H -25.24780 -23.06210 -19.41534
H -20.80770 -21.96262 -15.42972
H -20.76598 -19.67884 -11.05269
H -22.63807 -16.56160 -19.85966
H -23.97915 -19.71575 -12.27496
H -27.19204 -25.94389 -13.62156
H -23.27529 -26.96098 -5.25072
H -25.14589 -22.76019 -6.67084
H -20.31930 -17.03859 -20.21628
H -23.47231 -21.49569 -14.76157
H -28.69781 -10.47183 -8.32161
H -23.46587 -21.96148 -13.08386
H -32.28392 -31.09972 -18.25263
H -23.58146 -17.15800 -14.08072
H -25.22794 -23.30003 -22.32571
H -29.70410 -27.56119 -16.88338
H -25.73679 -19.19996 -13.57918
H -29.81898 -14.32281 -14.25703
H -32.87070 -29.97347 -16.92583
H -24.05980 -25.37065 -22.84545
H -21.48874 -20.39454 -15.41655
H -20.80742 -22.24012 -11.94210
H -29.72844 -13.77470 -11.85713
H -30.27204 -22.50256 -16.70550
H -28.02444 -12.57684 -9.07509
H -18.34050 -17.98219 -12.84507
H -24.95841 -23.71258 -14.10958
H -25.42731 -24.45855 -20.22869
H -22.06946 -19.03811 -23.38373
H -27.09598 -22.01888 -11.91311
H -26.31509 -23.45591 -7.88850
H -24.56572 -17.31498 -12.60027
H -23.08352 -15.74668 -22.38052
H -28.77601 -23.50375 -19.10256
H -28.19168 -22.36821 -10.57264
H -22.26805 -25.05635 -22.86476
H -25.50337 -15.41019 -11.87403
H -28.09968 -24.89141 -19.44064
H -25.94258 -25.52256 -7.33908
H -22.76415 -19.54954 -13.56340
H -26.75930 -24.73827 -16.28278
H -21.33445 -15.56061 -22.50385
H -25.08605 -31.89183 -13.48331
H -22.90036 -24.10148 -16.31901
H -25.34865 -28.20829 -16.67081
H -27.34083 -25.79926 -17.63482
H -30.45410 -30.55494 -19.70296
H -19.31578 -16.20744 -18.33621
H -27.33975 -22.18759 -20.44917
H -24.86662 -27.20249 -5.91054
H -28.30603 -28.85316 -14.45329
H -27.53271 -29.47791 -16.95638
H -29.09394 -18.55063 -17.92306
H -24.90681 -16.69332 -17.68479
H -28.76134 -30.96647 -17.93096
H -26.67334 -16.74154 -13.99413
H -27.41645 -23.69423 -21.38713
H -30.14006 -19.43588 -21.59291
H -22.43028 -24.73462 -17.88284
H -28.70785 -9.58908 -9.71139
H -22.78506 -14.57706 -17.63864
H -27.94682 -11.69899 -17.77801
H -24.16824 -21.61166 -8.42849
H -28.47417 -15.21829 -14.75158
H -25.61507 -9.22696 -17.53087
H -25.76458 -26.41353 -14.49414
H -28.03964 -17.40025 -17.66548
H -26.15891 -16.61371 -10.70279
H -20.96531 -16.25735 -17.88262
H -19.56724 -22.54847 -13.08663
H -28.12285 -15.66984 -11.68884
H -18.39431 -20.44172 -12.69128
H -28.22899 -18.77834 -15.86501
H -29.51794 -14.35350 -15.95177
H -26.63858 -23.17025 -14.25095
H -24.86597 -21.30219 -10.88966
H -23.26651 -23.85603 -7.94188
H -31.22122 -19.63261 -20.23607
H -28.11372 -30.29974 -19.20360
H -26.29660 -8.65697 -19.01659
*
```